{"formula": "C20H12Br2F9N3O4RhS", "method": "ωB97M-V with the def2-TZVPD basis set", "species": ["Rh", "Br", "C", "C", "C", "N", "C", "C", "C", "C", "C", "Br", "C", "C", "N", "H", "H", "H", "H", "H", "H", "F", "C", "F", "F", "C", "O", "C", "F", "F", "F", "C", "F", "F", "F", "N", "C", "C", "C", "C", "C", "C", "S", "O", "O", "O", "H", "H", "H", "H", "H", "H"], "coordinates": [[1.04555, 0.39530, -0.18132], [0.20710, -1.58414, 6.07067], [0.46409, -1.02548, 4.31212], [1.40601, -0.04534, 4.01378], [1.55154, 0.35189, 2.70355], [0.82017, -0.18337, 1.71758], [-0.11051, -1.13124, 1.99704], [-0.30310, -1.57408, 3.28799], [-0.91228, -1.53482, 0.82680], [-2.01320, -2.35664, 0.85187], [-2.72708, -2.55429, -0.33501], [-4.26219, -3.59448, -0.33213], [-2.28857, -1.94604, -1.50368], [-1.16518, -1.14378, -1.45144], [-0.49831, -0.93816, -0.31439], [2.01649, 0.40303, 4.78331], [2.27919, 1.09854, 2.41758], [-1.05137, -2.32192, 3.50516], [-2.35635, -2.80978, 1.77014], [-2.82149, -2.07350, -2.43463], [-0.79194, -0.63529, -2.33284], [4.54954, 2.66346, -2.15342], [4.90163, 1.62987, -1.40078], [5.24361, 2.09230, -0.19496], [5.95532, 1.03035, -1.94824], [3.70818, 0.63794, -1.25122], [2.60364, 1.36161, -0.87623], [3.40056, -0.06004, -2.61830], [3.49139, 0.78202, -3.63223], [2.11820, -0.51596, -2.58788], [4.19184, -1.10028, -2.84080], [4.03449, -0.44236, -0.19049], [5.22058, -0.99141, -0.31965], [3.93674, 0.07091, 1.04146], [3.08222, -1.41920, -0.26194], [0.16189, 2.24434, -0.16402], [-1.22547, 1.87298, -0.33516], [-1.82903, 2.03039, -1.57181], [-3.06339, 1.42264, -1.77821], [-3.64963, 0.67991, -0.76763], [-3.07103, 0.63336, 0.48955], [-1.85533, 1.23585, 0.71492], [-5.19689, -0.23111, -1.03293], [-6.19326, 0.76019, -0.72885], [-5.08069, -0.63046, -2.41719], [-5.04890, -1.30605, -0.06403], [0.57217, 2.71641, -0.97205], [0.38502, 2.79597, 0.66263], [-1.31831, 2.54885, -2.37595], [-3.55654, 1.46023, -2.74178], [-3.58048, 0.06503, 1.25924], [-1.37660, 1.16583, 1.68582]], "forces_ev_per_angstrom": [[0.897, -0.605, -0.359], [0.027, 0.015, -0.077], [-0.050, -0.021, -0.076], [-0.009, -0.006, -0.003], [0.083, -0.036, 0.034], [-0.215, 0.176, 0.015], [-0.193, 0.062, -0.327], [0.080, 0.034, 0.116], [0.134, -0.221, 0.170], [0.202, 0.108, -0.014], [-0.512, -0.519, 0.017], [1.164, -1.819, -0.195], [0.237, -0.099, -0.114], [-0.046, -0.155, -0.070], [0.210, 0.127, 0.085], [-0.003, 0.003, 0.009], [-0.020, 0.020, 0.003], [0.005, -0.017, -0.018], [0.001, -0.035, -0.004], [-0.091, 0.049, 0.016], [-0.030, -0.024, 0.019], [-0.015, 0.004, 0.033], [-0.006, 0.011, 0.042], [0.030, -0.053, -0.002], [-0.043, 0.017, -0.025], [0.066, -0.036, -0.316], [-0.700, 0.449, 0.430], [0.147, -0.096, -0.010], [-0.056, 0.012, 0.014], [0.011, -0.024, -0.009], [-0.027, 0.022, -0.006], [0.215, 0.056, 0.095], [-0.115, -0.107, -0.049], [0.041, 0.006, 0.026], [-0.140, 0.038, 0.061], [0.218, -0.998, -0.117], [0.035, 0.944, -0.077], [-0.129, -0.331, -0.169], [0.202, 0.141, -0.278], [-0.419, 0.122, 0.012], [-0.078, 0.109, 0.367], [-0.383, 0.314, 0.459], [0.368, 1.172, -0.038], [-0.179, -0.136, -0.009], [0.018, -0.377, -0.133], [-0.686, 1.435, 0.317], [-0.129, 0.094, 0.017], [-0.109, -0.162, 0.127], [-0.043, 0.054, 0.001], [0.036, 0.067, -0.006], [0.033, 0.125, 0.040], [-0.033, 0.092, -0.024]], "nbo_charge": [1.199, 0.211, -0.013, -0.261, 0.082, -0.410, 0.209, -0.237, 0.141, -0.178, -0.002, 0.288, -0.256, 0.093, -0.469, 0.269, 0.244, 0.264, 0.247, 0.294, 0.236, -0.290, 0.974, -0.305, -0.294, -0.013, -0.729, 0.967, -0.283, -0.337, -0.288, 0.964, -0.268, -0.314, -0.330, -0.649, 0.130, -0.262, -0.177, -0.259, -0.194, -0.272, 2.438, -0.948, -0.996, -1.048, 0.435, 0.425, 0.231, 0.266, 0.259, 0.212], "e_lumo_ev": [-6.28, -6.28], "charge": 1, "spin_multiplicity": 1, "gap_ha": [0.17396, 0.17402], "homo_ha": [-0.4048, -0.4048]}